Density functional theory data (the ωB97M-V functional and the def2-TZVPD basis) for an isolated molecule of C4H2N2O.

Results
Net charge: 0
E_HOMO: -10.40 eV
Energy above the lowest of the compared OMol25 structures with the same formula, charge and spin: 79.70 kcal per mole
Total energy: -338.214420 Ha
SMILES: N#Cc1ccon1

XYZ file:
```
9
Properties=species:S:1:pos:R:3:forces:R:3
O 1.171945 -0.177933 1.447121 -0.6 -1.0 -0.3
N -1.638458 0.976396 -2.174473 8.9 0.8 8.3
N 0.755954 0.927495 0.654320 -2.2 -5.3 -1.2
C -0.132595 0.263949 -0.207139 3.8 1.9 2.9
C -0.693150 0.990139 -1.243351 -10.6 -0.3 -9.9
C 0.545522 -1.432874 1.084262 1.4 3.7 -0.2
C -0.225383 -1.136607 -0.016617 -0.7 -0.8 1.9
H 0.907366 -2.280876 1.717442 -0.7 0.9 -0.9
H -1.071763 -1.730536 -0.356263 0.7 0.0 -0.5
```
Positions in Å, forces in eV/Å.

Atom charges from the natural (NBO) analysis, given in e for atoms 1 to 5:
1 O -0.30
2 N -0.23
3 N 0.00
4 C -0.04
5 C 0.24

Density functional theory data (the ωB97M-V functional and the def2-TZVPD basis) for a cluster of 2 separate species, CHBrO in total.

Results
<S²>: 2.032
Net charge: 0
E_HOMO (spin up / spin down): -8.54 / -11.36 eV
Energy above the lowest of the compared OMol25 structures with the same formula, charge and spin: 67.66 kcal per mole
Total energy: -2687.686175 Ha
Spin multiplicity: 3

XYZ file:
```
4
Properties=species:S:1:pos:R:3:forces:R:3
Br 0.166175 1.850043 -0.622626 0.2 0.5 0.2
O -0.300881 -0.968285 -0.497916 0.6 -1.5 4.0
C 0.366357 0.647092 0.704933 -0.4 -0.6 -1.1
H -0.231651 -1.528850 0.415609 -0.3 1.6 -3.2
```
Positions in Å, forces in eV/Å.

And the natural (NBO) charges, in e, turn out to be:
1 Br 0.17
2 O -0.54
3 C -0.08
4 H 0.46

Density functional theory data (the ωB97M-V functional and the def2-TZVPD basis) for a cluster of 9 separate species, C46H55F36NO20P in total.

Results
Net charge: -1
E_HOMO: -5.18 eV
Total energy: -7281.944525 Ha

XYZ file:
```
159
Properties=species:S:1:pos:R:3:forces:R:3
P 3.191991 -1.095878 2.766776 3.0 1.3 1.9
F -3.057988 -10.020959 7.627500 -0.1 0.2 -0.2
F -3.317679 3.990702 -1.732482 -0.3 -0.2 0.0
F -0.992970 -3.272196 1.614513 0.7 0.2 -0.6
F -2.603234 -1.271426 -8.121416 0.1 -0.2 0.2
F -2.472397 -2.913407 -9.512071 0.1 -0.3 0.2
F -4.169122 -2.225844 2.693571 -0.9 0.2 1.9
F 2.757236 -3.519060 -0.736175 -0.5 0.6 -0.1
F 0.408443 -3.884627 9.834858 -0.3 0.2 0.2
F -2.609879 -3.672150 4.616582 1.3 1.1 -1.3
F -2.651241 3.636941 -3.749021 -0.6 -0.6 -0.1
F 0.997584 6.148000 1.712528 0.1 0.3 -0.3
F -4.826988 -11.083746 7.026949 -0.1 0.3 -0.3
F 2.063173 -3.411541 -2.780695 0.0 0.3 0.7
F 1.214693 3.219153 8.309379 -0.1 0.3 -0.1
F 9.006954 1.945429 -12.252870 -0.2 0.1 0.3
F -1.200642 -1.888805 -0.443473 1.2 -0.2 0.2
F -1.720532 2.599907 -2.113099 -0.2 -0.3 0.0
F -4.501414 -0.818936 4.468894 1.1 0.1 -1.6
F 1.206685 1.881855 6.620320 -0.1 0.3 -0.3
F -0.878565 -1.471874 -9.387873 0.2 -0.3 0.3
F 0.729480 -4.442540 0.990650 -0.2 1.1 -0.8
F 7.146581 1.478816 -13.228384 -0.2 0.1 0.3
F 3.783855 6.290160 -8.002015 -0.7 -0.1 0.3
F -0.443579 -3.781671 -1.200305 0.6 0.7 0.5
F 8.039125 3.425654 -13.474326 -0.2 0.1 0.2
F 4.702683 5.241523 -6.366189 -0.2 -0.3 -0.1
F 3.110549 6.630992 -5.985143 -0.4 -0.2 0.0
F 0.025580 -3.263557 7.809154 -0.4 0.2 0.0
F 1.265531 4.041712 1.386704 0.1 0.3 -0.3
F -0.585990 2.169944 7.773801 -0.2 0.3 -0.2
F 0.374177 -1.716525 -2.543673 0.2 -0.3 0.8
F -2.990119 -11.357311 5.937977 -0.1 0.2 -0.3
F 1.179103 -0.632160 -0.883373 0.0 -1.4 0.3
F -0.687234 4.897691 1.223884 -0.1 0.2 -0.4
F 3.317223 -1.834700 -1.995518 -1.0 -0.2 0.5
F -0.371244 -5.287546 8.414994 -0.5 0.1 0.1
O -3.886562 1.147811 -1.604154 0.3 0.7 -0.2
O 1.746023 4.908208 -1.176794 0.1 -0.1 0.4
O -1.970169 -3.436611 -6.695841 -0.1 0.2 -0.7
O 0.083429 -3.315635 -7.594702 0.0 0.3 -0.5
O 2.350225 -1.743254 1.376996 -2.4 0.0 0.0
O -4.666289 1.752093 -3.622793 0.3 0.5 -0.2
O 1.686186 -0.735527 3.572426 -0.9 -1.2 -1.0
O -1.856343 -2.460943 9.873680 0.4 -0.3 -0.3
O -3.075183 -8.494148 5.439112 -0.1 -0.7 0.2
O 2.425624 2.020911 0.145295 0.1 -0.6 0.5
O 6.022019 3.717124 -11.750869 0.4 -0.5 -0.4
O 1.131625 4.744737 6.118374 -0.1 -0.6 0.3
O -2.859461 -4.206387 8.879469 0.3 -0.3 -0.2
O -1.001439 4.093929 5.859104 -0.1 -0.4 0.3
O -5.191686 -9.160856 5.100372 -0.1 -0.5 0.3
O 3.871022 0.335946 -0.150499 -0.1 0.5 0.9
O 1.767323 4.425202 -7.916331 0.3 0.5 -0.2
O 7.285850 2.650849 -10.232586 0.4 -0.3 -0.2
O 2.513566 3.784001 -5.898982 0.3 0.7 -0.2
O -0.068499 6.217225 -1.011650 0.1 0.1 0.6
N -2.463574 0.884993 2.015381 0.8 -1.2 0.0
C -0.229327 -0.012488 2.483654 -0.4 -1.7 -1.0
C 3.242536 0.968122 0.658841 -0.2 -0.4 -0.1
C -3.140191 -1.938470 10.248632 -0.6 0.3 0.3
C 0.244677 -3.146980 0.980211 0.0 -0.2 1.6
C 5.784343 5.447361 -10.057390 0.4 0.0 -0.1
C 0.985447 -1.908634 -1.311227 -0.3 1.5 -1.2
C 0.610460 5.109626 0.947925 -0.3 -0.7 1.4
C 5.177561 4.217078 -10.699006 -0.4 0.5 0.5
C 2.321205 -2.663472 -1.659836 1.1 -0.6 -1.0
C -3.751405 -10.442953 6.560732 0.3 -0.9 0.9
C 2.501056 4.560983 -6.980317 -0.8 -1.1 0.5
C -0.530346 5.478586 -3.259781 0.2 -0.1 0.1
C -3.275480 -7.390918 4.535728 0.0 0.8 -0.4
C -1.075869 -3.024484 -7.596856 0.0 -0.8 1.1
C 7.815564 2.447607 -12.583532 0.8 -0.4 -1.0
C 0.065748 6.568513 -2.395547 0.0 0.1 -0.7
C -0.823502 -3.490239 -4.551273 0.1 0.2 -0.2
C -2.900124 3.034920 -2.577619 1.1 0.9 0.1
C -4.826457 0.063463 -1.552369 -0.4 -0.7 0.2
C 0.902835 5.843511 5.220831 0.0 0.6 -0.4
C -0.084199 -2.091302 4.242228 -1.0 -0.4 0.0
C 0.257180 7.005799 5.946859 -0.2 -0.1 0.3
C -0.448859 -4.016109 8.811734 1.4 -0.5 -0.3
C 3.528782 5.681020 -6.835088 1.1 0.9 0.3
C -1.871691 -3.607230 9.186738 -0.9 0.7 0.4
C -3.648858 -2.611572 11.506880 0.1 -0.3 0.0
C 3.233814 0.739012 2.189947 -0.1 1.5 -1.2
C -3.953748 -6.234065 5.238206 -0.3 -0.2 0.3
C 0.480286 -1.316323 2.992141 2.2 1.1 0.8
C 1.556288 2.710146 -5.884413 -0.4 -0.8 0.1
C -4.123836 -9.296706 5.622153 0.3 1.1 -0.8
C 0.852613 5.371728 -0.536419 -0.1 0.5 -1.1
C -1.703959 -0.164766 2.004761 -0.4 2.1 0.8
C -2.590762 -2.294345 4.468328 -1.5 2.1 0.2
C 0.082852 3.948474 6.342159 0.2 1.0 -0.8
C -4.305945 -1.135693 -2.318439 0.3 0.1 -0.3
C -0.070257 -2.672637 -0.462425 -1.2 -0.7 -0.7
C 1.143778 -2.297985 1.902678 1.2 -0.6 1.9
C -1.468034 -4.298191 -5.657931 0.2 -0.3 0.7
C -3.732434 -1.761139 3.902762 1.4 -1.3 0.1
C -3.922282 1.907846 -2.698504 -0.7 -1.1 0.5
C 7.039221 2.942822 -11.364781 -1.0 0.6 0.6
C 2.073237 1.519824 -6.665549 0.3 0.1 -0.3
C -1.757402 -2.162726 -8.658031 -0.5 0.9 -0.8
C 0.479313 2.799766 7.267807 0.4 -1.1 0.8
C -1.358475 -1.456131 4.930766 -0.9 -2.0 1.5
H -0.327750 -3.161733 4.001196 0.1 1.0 0.1
H -3.394257 -5.945391 6.130086 0.1 0.1 -0.1
H 1.416787 2.432317 -4.839724 0.2 0.3 0.0
H -3.822113 -3.675831 11.340048 -0.1 0.1 -0.1
H -3.834291 -7.710433 3.654555 -0.1 -0.2 0.2
H 3.051648 1.212571 -6.291940 -0.1 0.0 0.1
H -2.193827 -1.108013 1.692108 0.8 0.5 0.1
H 2.420454 1.311849 2.705611 0.6 -0.3 -0.8
H 0.852876 7.293446 6.815637 0.1 0.0 -0.1
H -0.088133 0.769353 3.269036 -0.5 -0.6 -0.6
H 0.159247 7.866169 5.283760 0.0 -0.1 0.0
H 0.055576 -2.956720 -4.914671 0.0 -0.1 0.0
H 0.366353 0.336260 1.594598 -0.4 -0.4 0.8
H -0.734723 6.737102 6.313905 0.0 0.0 -0.1
H -3.850942 -2.033139 9.426085 0.2 -0.2 0.0
H -4.958549 -6.507965 5.565845 0.0 0.0 -0.1
H 0.308909 5.524540 4.363323 -0.1 -0.1 0.2
H -4.943149 -0.193244 -0.499587 0.2 0.3 0.0
H -1.285293 -1.634274 6.037024 0.3 0.3 -0.8
H -0.478205 7.502995 -2.536003 -0.1 -0.1 0.3
H -4.584120 -2.156312 11.834920 0.0 0.0 0.0
H -3.316456 -1.421571 -1.955389 -0.1 0.0 0.1
H 4.188298 1.194575 2.572374 -0.6 -0.7 -0.4
H 4.225782 4.474760 -11.163571 0.2 -0.1 -0.2
H 4.975645 3.437377 -9.962436 0.2 -0.1 -0.1
H 6.727582 5.208189 -9.562783 -0.1 -0.1 0.0
H -4.029290 -5.374730 4.575831 0.0 -0.1 0.0
H 6.003194 6.205565 -10.812541 -0.1 0.0 0.0
H 1.879708 6.143004 4.841823 0.1 -0.3 0.2
H 1.107864 6.762936 -2.656018 0.0 -0.2 0.2
H 2.196278 1.766265 -7.721678 -0.1 0.0 0.0
H 1.533588 1.668310 0.005113 0.2 0.1 0.1
H -1.888721 1.665992 2.366703 -0.4 -0.1 -0.2
H -2.328012 -4.841499 -5.265742 -0.1 0.2 -0.2
H -4.204322 -0.909187 -3.381430 -0.1 0.0 0.0
H 0.714302 -2.157501 5.022207 -0.5 0.3 -1.0
H 3.406328 -2.385282 3.414803 -1.1 -0.4 -0.5
H -0.779494 -5.037944 -6.069800 0.0 0.2 -0.2
H 1.383753 0.678890 -6.585040 0.0 0.1 0.0
H 1.575343 -3.078907 2.602173 -1.0 0.2 -0.5
H -0.511432 5.766331 -4.312545 0.0 0.0 0.0
H -4.982150 -1.984418 -2.208924 0.0 0.1 0.0
H 3.800494 -0.572386 3.989992 0.1 -0.1 -0.2
H -1.554962 5.281330 -2.966888 0.1 0.3 0.0
H 0.588835 3.049097 -6.259116 0.2 0.2 -0.1
H -1.518531 -2.739271 -4.170775 -0.1 -0.1 0.1
H 0.020885 4.543519 -3.146829 0.1 0.1 0.0
H -1.498559 -0.364407 4.793713 -0.1 -0.8 -0.3
H -2.913587 -2.528627 12.309652 0.0 0.1 0.0
H 5.106758 5.869199 -9.320552 0.2 -0.1 -0.3
H -5.804467 0.381812 -1.917457 0.2 0.2 -0.1
H -0.518183 -4.137138 -3.729360 0.0 0.0 -0.1
H -2.285707 -7.086165 4.196018 0.1 -0.2 0.2
H -2.998539 -0.873241 10.430917 0.3 -0.1 -0.1
H 4.492402 -1.300762 2.169436 -0.3 0.1 -0.3
```
Positions in Å, forces in eV/Å.

Atom charges from the Löwdin analysis, given in e for atoms 1 to 5:
1 P 0.49
2 F 0.16
3 F 0.17
4 F 0.08
5 F 0.16

Density functional theory data (the ωB97M-V functional and the def2-TZVPD basis) for an isolated molecule of C24H28N4O2S.

Results
Net charge: 0
E_HOMO: -8.27 eV
Energy above the lowest of the compared OMol25 structures with the same formula, charge and spin: 52.46 kcal per mole
Total energy: -1699.014752 Ha
SMILES: O=S(=O)(NC[C@H](c1cccnc1)N1CCN(Cc2ccccc2)CC1)c1ccccc1

XYZ file:
```
59
Properties=species:S:1:pos:R:3:forces:R:3
S -2.343928 -1.147479 0.533293 -0.6 0.2 -0.3
O -1.002576 -1.637023 0.405500 0.0 -0.1 -0.3
O -2.727799 -0.522548 1.770486 -0.3 -0.1 -0.1
N -2.677010 4.698687 -0.860742 -0.1 0.4 -0.3
N -2.656532 -0.100851 -0.754582 0.1 -0.6 0.6
N 0.461349 2.029702 -0.814533 -0.2 -0.1 -0.1
N 2.721661 0.805519 0.531600 0.0 0.0 0.1
C 1.382939 1.115923 -1.466917 0.1 -0.3 0.0
C -5.660554 -3.428763 0.382277 0.0 0.0 0.0
C 1.181668 2.687639 0.265979 0.1 0.1 0.2
C -0.806935 1.480827 -0.342665 0.0 0.0 -0.1
C -4.014210 -4.443569 -1.050866 0.1 0.1 0.0
C 3.400950 -0.114926 1.427461 0.0 0.1 0.0
C -3.509932 3.695973 1.134107 0.0 0.0 -0.1
C -4.759254 -2.429888 0.713062 -0.1 0.1 0.2
C 6.439391 -0.748393 -0.728667 0.1 0.1 0.0
C 4.517072 -0.831376 0.717738 0.0 -0.1 0.1
C 1.989907 0.093172 -0.505291 0.0 0.1 -0.3
C 6.609464 -2.116659 -0.592389 0.1 -0.1 0.0
C 4.689843 -2.202122 0.844076 0.0 0.1 0.0
C -2.624319 2.637984 0.992267 0.1 0.1 -0.1
C -1.476994 0.508343 -1.332839 0.7 0.0 0.0
C -1.836419 3.690079 -0.992335 0.2 -0.3 0.0
C -3.110893 -3.446337 -0.722452 0.1 -0.1 -0.1
C -3.495697 4.699942 0.179073 -0.2 0.0 0.3
C -5.286379 -4.430770 -0.499564 0.0 0.0 0.0
C -1.760836 2.625139 -0.097303 -0.1 0.0 0.3
C 5.401976 -0.110015 -0.075231 0.0 0.0 0.0
C 5.732908 -2.841515 0.195532 0.1 -0.1 0.0
C 1.835501 1.705806 1.246305 -0.1 0.2 -0.1
C -3.496646 -2.453532 0.155723 0.3 0.3 0.2
H 1.962933 3.298010 -0.194793 0.0 0.0 0.1
H 1.057359 1.151052 1.802175 0.1 0.0 0.0
H -0.696094 0.909508 0.595264 0.0 0.2 -0.1
H 5.256651 0.954469 -0.178751 0.0 0.1 0.0
H 0.892250 0.621904 -2.304558 0.1 0.0 0.0
H 5.858581 -3.909279 0.303299 0.0 -0.1 0.0
H -1.754801 1.020736 -2.256864 0.0 -0.1 0.0
H -2.605289 1.831543 1.712973 0.0 0.0 0.0
H -4.166283 5.546908 0.243899 -0.1 0.0 0.1
H -5.009448 -1.641984 1.405602 -0.1 0.1 0.1
H -2.109446 -3.428389 -1.121188 0.1 -0.1 -0.1
H 7.120335 -0.178833 -1.344704 0.1 0.0 0.0
H 2.191792 1.734680 -1.867661 0.0 -0.1 -0.1
H -4.191758 3.738067 1.969608 -0.1 0.0 0.1
H 2.426407 2.270566 1.972839 -0.1 0.0 0.0
H 2.700523 -0.847906 1.867191 0.1 0.1 0.0
H 4.003689 -2.773574 1.453342 -0.1 0.0 0.1
H 2.695388 -0.544765 -1.043151 -0.1 0.0 0.0
H 0.497129 3.347755 0.802796 0.1 0.0 0.0
H -5.989405 -5.209356 -0.755521 -0.1 -0.1 0.0
H -3.727512 -5.229454 -1.732908 0.0 -0.1 0.0
H -0.811791 -0.324600 -1.555586 0.1 0.2 -0.2
H 1.198493 -0.548484 -0.079108 0.1 0.0 0.0
H 3.826938 0.475471 2.247096 -0.1 -0.1 0.0
H -6.650679 -3.427061 0.812018 -0.1 0.0 0.0
H -3.342420 0.583727 -0.465646 -0.2 0.1 0.1
H 7.421687 -2.616004 -1.100335 0.1 0.0 0.0
H -1.172955 3.726345 -1.845444 0.1 -0.1 0.0
```
Positions in Å, forces in eV/Å.

Atom charges from the natural (NBO) analysis, given in e for atoms 1 to 5:
1 S 2.29
2 O -0.94
3 O -0.95
4 N -0.41
5 N -0.85